Arrangement w

This record from OMol25 describes a 4-piece molecular cluster, C2H12O3S overall. The level of theory is ωB97M-V/def2-TZVPD.

XYZ file:
```
18
Properties=species:S:1:pos:R:3:lowdin_charge:R:1
S -0.0575 1.2718 0.8449 0.78
O -1.7833 -0.6664 -1.2220 -0.07
O 1.4257 -0.1557 -1.9311 -0.05
O -0.5475 -2.6497 -2.6938 -0.09
C -0.4102 1.8691 2.5049 -0.41
C 1.4706 0.3942 1.2117 -0.41
H 1.9492 0.0949 0.2775 0.01
H -2.5407 -1.0398 -0.7501 0.07
H -0.4582 0.9721 3.1368 0.04
H -1.3957 2.3187 2.3987 0.03
H 1.3770 -0.4348 1.9055 0.04
H 0.7403 0.5040 -1.9446 0.01
H 2.2491 1.0658 1.5853 0.04
H 0.9515 -0.9931 -1.8743 0.02
H -1.1517 -2.8739 -3.4289 0.05
H -1.0305 -1.8697 -2.3619 -0.02
H 0.3881 2.4773 2.9268 0.04
H -1.1761 -0.2848 -0.5854 -0.06
```

## Properties
HOMO energy: -9.0 eV
SMILES: CSC.O.O.O

***

Arrangement x

This record from OMol25 describes a 4-piece molecular cluster, C2H12O3S overall. The level of theory is ωB97M-V/def2-TZVPD.

XYZ file:
```
18
Properties=species:S:1:pos:R:3:lowdin_charge:R:1
S -0.2374 -1.1589 -1.5213 0.67
O 2.0584 1.6614 2.2634 -0.07
O 4.5644 1.0253 0.9112 -0.07
O -2.9687 -4.4821 0.1346 -0.06
C -0.9683 0.2363 -0.6271 -0.62
C -1.7807 1.1964 -1.5469 -0.17
H -3.0513 -5.1658 0.8066 0.03
H 1.4617 2.4088 2.3874 0.03
H -2.7495 1.4026 -1.0973 0.06
H -1.5958 -0.0969 0.2001 0.06
H -1.9692 0.7446 -2.5185 0.05
H -3.5009 -3.7398 0.4457 0.03
H 2.7142 1.9075 1.5947 0.00
H 4.4161 0.1301 1.2523 0.05
H 0.1899 -0.4797 -2.5923 -0.15
H -0.1623 0.7873 -0.1481 0.04
H 4.8131 1.5054 1.7245 0.05
H -1.2337 2.1176 -1.6692 0.06
```

## Properties
HOMO energy: -8.7 eV
SMILES: CCS.O.O.O

***

Best to worst by energy: arrangement w, arrangement x.

***

Arrangement w

This record from OMol25 describes a 3-piece molecular cluster, C6H19NO3 overall. The level of theory is ωB97M-V/def2-TZVPD.

XYZ file:
```
29
Properties=species:S:1:pos:R:3:lowdin_charge:R:1
O 1.1880 -3.4447 -1.2758 -0.08
O -2.1195 -1.7109 2.8882 0.01
O 2.1740 -0.9193 -1.7798 -0.11
N -0.5028 1.5618 -1.9683 0.03
C -0.6652 0.2929 0.2461 -0.34
C 0.0298 0.3616 -1.1999 -0.31
C 1.2951 0.6354 1.9870 -0.11
C 1.5519 0.1826 -1.0623 -0.18
C -2.1690 0.5641 -0.0790 -0.08
C 0.0824 1.2549 1.2301 -0.22
H 2.2077 1.0623 -1.3988 0.15
H 1.0869 0.4685 3.0392 0.06
H 0.2903 2.1557 0.4305 0.14
H -2.7896 -1.4612 2.3885 -0.07
H 1.9416 -0.2187 -0.0488 0.12
H 0.6117 -3.5032 -1.9205 -0.10
H -2.5651 1.6259 0.2287 0.12
H -0.0664 1.7041 -2.8460 0.05
H -2.7399 -0.2996 0.4069 0.07
H -0.2560 2.4303 -1.5682 0.04
H 1.3940 -0.4344 1.5767 0.09
H -2.3838 0.1778 -1.0434 0.04
H 2.2086 -0.7189 -2.6996 0.08
H 1.5552 -2.5147 -1.7250 0.09
H -0.5361 1.7439 2.0112 0.10
H -0.5046 -0.7173 0.4825 0.10
H -1.9419 -1.1798 3.6789 0.06
H -0.4708 -0.5246 -1.8369 0.18
H 2.0936 1.4255 1.8577 0.09
```

## Properties
HOMO energy: -9.7 eV
SMILES: CC[C@@H](C)[C@@H](N)CO.O.O

***

Arrangement x

This record from OMol25 describes a 4-piece molecular cluster, C6H19NO3 overall. The level of theory is ωB97M-V/def2-TZVPD.

XYZ file:
```
29
Properties=species:S:1:pos:R:3:lowdin_charge:R:1
O -0.5684 2.2656 3.3353 -0.09
O 1.0769 -3.4240 0.5276 0.00
O -1.5727 -0.1789 2.9526 -0.07
N 1.2902 -1.4165 -1.6065 0.02
C -0.3508 0.4906 -1.8851 -0.21
C -0.2312 1.3877 -0.6767 -0.18
C -1.1480 -1.9496 -1.7489 -0.10
C 0.9131 2.6618 1.0853 -0.12
C -0.1128 -0.9107 -1.3287 -0.44
C 0.9559 1.7761 -0.1567 -0.13
H -1.9353 0.1361 2.1126 0.04
H 0.0495 1.7999 3.8396 0.00
H -1.2293 0.8173 -2.5164 0.12
H -2.1786 -1.7550 -1.3312 0.09
H -1.3715 -1.0318 2.4633 0.09
H 1.4451 -1.6756 -2.6045 0.10
H 1.6209 3.4126 0.8739 0.06
H -0.9730 -3.0312 -1.5663 0.07
H 2.0476 -0.8043 -1.2927 0.07
H -1.2695 1.6649 -0.3728 0.12
H 0.6534 -2.7341 0.1287 -0.08
H 0.4239 0.8883 -2.5992 0.12
H -0.2771 -0.7293 -0.1296 0.16
H -0.8846 1.5359 2.6992 0.04
H -1.3152 -2.0699 -2.8456 0.08
H -0.0002 3.1733 1.3123 0.07
H 1.3148 2.0718 1.8588 0.05
H 1.6035 -3.9032 -0.0287 -0.01
H 2.0234 1.5321 -0.4992 0.13
```

## Properties
HOMO energy: -9.2 eV
SMILES: C/C=C/C[C@@H](C)N.O.O.O

***

Best to worst by energy: arrangement x, arrangement w.

***

Arrangement w

This record from OMol25 describes one molecule with the formula C3H4F2. The level of theory is ωB97M-V/def2-TZVPD.

XYZ file:
```
9
Properties=species:S:1:pos:R:3:lowdin_charge:R:1
F 0.1597 1.6648 -0.0805 0.09
F 2.4814 0.4182 0.1590 -0.04
C 1.3082 -0.2646 -0.2060 -0.02
C 0.1529 0.3435 -0.1366 -0.42
C -1.1221 -0.1145 0.1252 -0.05
H -1.2548 -1.1683 0.2079 0.08
H 1.6694 -1.2826 -0.3482 0.13
H -1.8117 0.0900 -0.7513 0.12
H -1.5832 0.3134 1.0304 0.11
```

## Properties
HOMO energy: -9.5 eV
SMILES: C/C(F)=C/F

***

Arrangement x

This record from OMol25 describes C3H4F2 as an isolated structure. The level of theory is ωB97M-V/def2-TZVPD.

XYZ file:
```
9
Properties=species:S:1:pos:R:3:lowdin_charge:R:1
F -1.1668 1.4095 -0.2468 0.05
F -1.8316 -0.7235 -0.5543 0.05
C 1.4428 0.1212 -0.4175 0.00
C 0.2161 -0.4210 0.0353 -0.13
C -1.1192 0.1325 0.1977 -0.49
H -1.3988 0.1745 1.1986 0.13
H -0.1993 -1.5475 0.4709 0.18
H 2.6630 -0.3698 -0.1637 0.15
H 1.3938 1.2241 -0.5200 0.04
```

## Properties
HOMO energy: -10.2 eV

***

Best to worst by energy: arrangement w, arrangement x.

***

Arrangement w

This record from OMol25 describes one molecule with the formula C2H5OP. The level of theory is ωB97M-V/def2-TZVPD.

XYZ file:
```
9
Properties=species:S:1:pos:R:3:lowdin_charge:R:1
P 0.6579 0.3174 -1.4595 0.77
O -1.0250 1.7657 1.0845 0.02
C -0.9697 0.5594 0.9265 -0.30
C -0.0678 -0.4750 0.0680 -0.45
H 1.7752 0.8648 -0.8320 -0.12
H 0.6905 -0.8417 0.7545 0.06
H -0.7313 -1.2889 -0.2114 0.05
H -1.6884 -0.0712 1.4926 0.10
H 1.3586 -0.8305 -1.8234 -0.13
```

## Properties
HOMO energy: -9.9 eV
SMILES: O=CCP

***

Arrangement x

This record from OMol25 describes a 2-piece molecular cluster, C2H5OP overall. The level of theory is ωB97M-V/def2-TZVPD.

XYZ file:
```
9
Properties=species:S:1:pos:R:3:lowdin_charge:R:1
P -0.0255 0.1960 -1.0502 0.74
O 0.0394 2.1087 1.7831 0.04
C 0.7241 1.3729 1.1567 -0.24
C 0.1667 -0.5577 0.5989 -0.36
H 1.7079 1.5161 0.7042 0.07
H -0.7425 -0.9508 1.0621 0.04
H -1.3740 0.4153 -0.8091 -0.09
H 1.1271 -0.9798 0.6973 -0.01
H -0.2787 -0.8773 -1.6870 -0.19
```

## Properties
HOMO energy: -8.9 eV

***

Best to worst by energy: arrangement w, arrangement x.

***

Arrangement w

This record from OMol25 describes one molecule with the formula C5H7N5. The level of theory is ωB97M-V/def2-TZVPD.

XYZ file:
```
17
Properties=species:S:1:pos:R:3:lowdin_charge:R:1
N 1.2325 -1.5765 0.0188 0.05
N -0.8805 -1.0395 0.1300 0.11
N 2.5381 -1.4281 -0.0684 0.03
N -2.1045 0.9973 -0.1159 0.14
N -3.0895 -1.1672 -0.0379 0.10
C 0.3927 -0.5359 0.0488 -0.29
C 2.2527 0.9165 -0.0082 -0.06
C 3.0355 -0.2089 -0.0901 -0.16
C 0.9000 0.7780 0.0790 -0.01
C -2.0959 -0.3738 0.0212 -0.55
H -1.3048 1.6154 0.0617 0.06
H -3.0200 1.4121 -0.2151 0.10
H 2.6908 1.8939 0.0960 0.11
H -3.9829 -0.6751 -0.1353 0.04
H 0.2855 1.6126 0.4093 0.09
H 4.0989 -0.1709 -0.1760 0.10
H -0.9487 -2.0499 -0.0178 0.15
```

## Properties
HOMO energy: -8.7 eV
SMILES: [H]/N=C(\N)Nc1cccnn1

***

Arrangement x

This record from OMol25 describes one molecule with the formula C5H7N5. The level of theory is ωB97M-V/def2-TZVPD.

XYZ file:
```
17
Properties=species:S:1:pos:R:3:lowdin_charge:R:1
N -0.0617 3.3596 0.6637 0.14
N -0.9263 -1.0205 1.1819 0.11
N -0.3472 1.0543 0.4926 0.11
N 0.3940 -2.3472 -0.8387 0.05
N 1.0064 2.1857 -1.1109 0.07
C -0.9842 -2.3473 1.0459 -0.13
C -0.3198 -3.0550 0.0530 -0.13
C -0.2472 -0.2910 0.2699 -0.28
C 0.1521 2.2800 0.0325 -0.51
C 0.4378 -1.0198 -0.7825 -0.08
H -1.5624 -2.8281 1.8249 0.10
H 1.8402 1.6193 -0.8271 0.10
H 0.3725 4.1737 0.2559 0.05
H -1.0535 1.1790 1.2058 0.13
H 1.0355 -0.4509 -1.5593 0.10
H 0.5901 1.6303 -1.8625 0.07
H -0.3264 -4.1220 -0.0453 0.09
```

## Properties
HOMO energy: -8.8 eV
SMILES: [H]/N=C(\N)Nc1cnccn1

***

Best to worst by energy: arrangement x, arrangement w.

***

Arrangement w

This record from OMol25 describes a 2-piece molecular cluster, C11H18 overall. The level of theory is ωB97M-V/def2-TZVPD.

XYZ file:
```
29
Properties=species:S:1:pos:R:3:lowdin_charge:R:1
C 0.9420 -2.1764 -0.7769 -0.50
C -1.2973 0.9081 -1.7888 -0.05
C 0.0224 -3.2114 -1.3624 -0.11
C -1.1423 1.2132 1.9471 -0.10
C 0.0142 2.5303 -0.2641 -0.04
C -1.4796 0.8438 0.6689 -0.10
C -0.1040 2.1229 2.1404 -0.11
C 2.4077 -2.6163 -0.7840 -0.08
C 0.3878 -1.7011 0.5447 -0.09
C 0.4514 2.7810 1.0514 -0.09
C -0.7769 1.3948 -0.4359 -0.27
H -1.0107 -2.8553 -1.3425 0.07
H 2.6108 -3.4775 -0.1426 0.08
H -2.3667 0.8360 -1.6390 0.07
H -0.6725 -1.4341 0.5857 0.06
H -1.7419 0.8853 2.7909 0.11
H 2.7954 -2.8158 -1.7778 0.07
H 0.6604 -2.4042 1.3360 0.09
H 0.3907 3.0788 -1.1020 0.10
H 0.2009 -3.6559 -2.3402 0.07
H -1.2128 1.6855 -2.5662 0.08
H 0.8466 -1.3324 -1.5159 0.12
H 3.1040 -1.8154 -0.5203 0.07
H -0.7967 0.0004 -2.1582 0.07
H 0.3218 2.1867 3.1387 0.10
H 0.0611 -4.1099 -0.7123 0.09
H 1.1567 3.5674 1.3162 0.10
H -2.3147 0.1743 0.4745 0.11
H 0.9167 -0.8050 0.8700 0.08
```

## Properties
HOMO energy: -9.0 eV
SMILES: Cc1ccccc1.CC(C)C

***

Arrangement x

This record from OMol25 describes a 2-piece molecular cluster, C11H18 overall. The level of theory is ωB97M-V/def2-TZVPD.

XYZ file:
```
29
Properties=species:S:1:pos:R:3:lowdin_charge:R:1
C 2.1884 -0.8838 0.1047 -0.10
C 1.4416 1.0852 1.3011 -0.11
C 2.2139 0.5268 0.2852 -0.12
C -0.4139 1.8965 -1.6979 -0.07
C -2.8683 1.2836 -2.2685 -0.11
C 0.4057 -1.1171 1.6517 -0.26
C 1.3089 -1.7367 0.7906 -0.06
C -1.1685 -0.6425 -1.9119 -0.05
C 0.7067 0.1988 2.0561 -0.07
C -1.5703 0.9010 -1.6054 -0.46
C -0.7159 -1.8594 2.4253 -0.05
H 0.1831 1.6647 -2.6286 0.11
H 0.3939 0.4878 3.0064 0.09
H 2.9418 1.0638 -0.3379 0.11
H -0.3829 -1.8440 3.4368 0.06
H 1.5967 2.1613 1.5147 0.12
H -1.3139 -0.7908 -2.9959 0.08
H -2.8298 1.4581 -3.2310 0.00
H -3.6945 0.5171 -2.2782 0.09
H -1.8330 0.8883 -0.4769 0.13
H -0.1837 -0.7268 -1.4705 0.04
H 1.4790 -2.8252 0.7304 0.12
H 0.2157 1.8594 -0.7662 0.06
H -3.2873 2.1976 -1.6941 0.11
H -0.7104 2.8341 -1.7575 0.01
H -1.8366 -1.2843 -1.3460 0.06
H 2.7268 -1.1791 -0.8230 0.11
H -1.7796 -1.4772 2.2922 0.09
H -0.8553 -2.9192 2.0390 0.09
```

## Properties
HOMO energy: -8.8 eV
SMILES: Cc1ccccc1.CC(C)C

***

Best to worst by energy: arrangement w, arrangement x.